The following is a quantum chemistry calculation of a structure of composition C42H45N5OPS2W at a distorted geometry, from the Open Molecules 2025 dataset.

The geometry in XYZ format:
```
97
Properties=species:S:1:pos:R:3
H 5.80 3.20 -2.65
H -0.93 -4.65 0.73
H -3.78 -1.73 -3.47
C -0.34 3.55 -0.68
H -0.97 2.74 3.68
H -3.51 -1.00 -5.03
H 0.57 1.92 3.82
H 6.39 -2.75 0.68
P 2.74 0.37 1.68
H -1.26 -0.64 2.23
C -0.64 -3.61 0.71
H -3.34 1.91 -0.74
C 3.82 1.89 -0.24
C 4.92 2.80 -2.17
C -5.57 -4.23 -1.78
C 0.32 -3.18 -0.18
C 3.73 2.62 -2.88
C -3.89 -2.55 -1.41
H -6.89 0.31 -3.99
C -1.40 2.71 -0.28
H 1.66 -0.96 4.06
H -3.19 3.66 -0.78
H -2.10 1.34 1.23
H -1.94 -2.96 -2.27
C 2.50 1.58 6.09
C 3.10 2.43 5.18
S 1.87 -0.97 -1.06
C -0.84 -1.38 1.57
H -2.63 -5.12 -3.22
H 1.73 3.14 1.98
C 4.79 -1.40 1.12
H -6.58 -4.59 -1.66
C -3.52 -1.27 -0.81
H 1.53 5.67 -0.15
H -4.53 1.16 -4.18
H 5.36 -0.54 0.79
H -4.81 0.40 -2.62
C -0.20 2.19 1.81
S -0.32 0.82 -2.25
C -2.68 2.72 -1.04
C 2.65 2.11 -2.22
H 3.66 2.87 -3.93
C 3.37 -3.64 1.92
C 3.49 -1.26 1.60
C 1.89 4.65 -0.28
C 1.99 0.36 5.68
H 3.65 2.75 3.14
C -3.61 -0.77 -3.97
H -2.51 2.73 -2.11
H 5.88 2.52 -0.27
C 0.78 3.72 0.11
C -1.78 -0.12 -2.36
H -0.43 4.10 -1.61
H 3.52 3.37 5.50
C -4.74 0.21 -3.70
C 2.07 -0.01 4.35
H -1.85 -0.21 -0.41
H -6.28 -1.32 -3.72
N 3.86 1.48 1.07
H 2.45 1.87 7.13
C 2.78 -2.40 2.00
H 0.81 -3.86 -0.86
N 0.06 -0.96 0.66
H 1.54 -0.30 6.40
H 1.71 1.96 -2.74
C -4.64 -4.98 -2.50
C 0.89 2.95 1.32
H 1.76 -2.33 2.35
H 2.16 4.53 -1.32
W 0.86 0.98 0.06
H -6.03 -0.53 -5.27
C 3.18 2.07 3.84
H 5.13 -4.75 1.40
C -0.37 1.92 3.28
C -1.22 -2.71 1.61
C 4.67 -3.77 1.45
H -5.90 -2.42 -0.67
C -6.06 -0.36 -4.20
H -1.78 0.23 -4.28
N 2.66 1.77 -0.90
H 4.78 1.57 1.51
C -3.34 -4.53 -2.67
C -1.27 1.96 0.90
H -1.96 -3.03 2.33
C 5.38 -2.65 1.05
H 2.82 -4.51 2.24
N -2.30 -0.25 -3.55
H -0.91 1.00 3.48
O -4.09 -0.71 0.09
C 0.66 -1.83 -0.17
C -5.19 -3.01 -1.23
C -2.96 -3.31 -2.13
N -2.29 -0.63 -1.23
H -4.94 -5.92 -2.93
C 4.97 2.43 -0.85
H 2.77 4.51 0.34
C 2.66 0.84 3.42
```

Computed properties:
* total charge: +3
* E_LUMO (alpha / beta): -9.36 / -9.36 eV
* E_HOMO (alpha / beta): -0.577 / -0.577 hartree
* energy relative to the best compared isomer or geometry (same formula, charge and spin): 14.4 kcal/mol